[1]
73
Properties=species:S:1:pos:R:3:forces:R:3 method="wB97M-V/def2-TZVPD" fmax_ev_per_a=0.59 s_squared=0.787 homo_energy_ha="-0.1254 / -0.1721" lumo_ev="2.49 / 2.23" multiplicity=2 total_charge=-1 homo_lumo_gap_ev="5.90 / 6.91"
Sc 1.148 0.892 0.362 0.280 -0.464 0.228
S 0.428 1.942 -2.870 -0.006 -0.014 -0.170
S 1.313 -1.218 -1.567 -0.100 -0.028 -0.056
S -1.879 0.150 1.278 -0.048 0.215 -0.004
S 2.229 -0.877 2.455 -0.211 0.080 -0.158
O 1.848 4.633 2.334 0.011 0.003 0.008
O 0.088 -0.637 -0.966 0.133 -0.038 -0.073
O 1.364 -2.648 -1.569 0.005 0.016 0.009
O 0.736 3.114 -3.644 0.022 -0.005 0.014
O 1.094 1.944 -1.556 -0.108 0.043 0.145
O 2.437 -0.540 -0.899 0.099 0.112 -0.064
O -0.989 1.628 -2.776 -0.118 -0.016 0.092
N 0.466 0.801 3.596 0.046 -0.018 0.041
N 0.872 2.729 1.451 0.022 0.142 -0.080
N 3.188 2.001 0.405 -0.046 0.056 -0.114
N -0.415 -3.041 1.631 0.011 -0.090 -0.021
N -2.894 0.503 -1.147 0.055 0.165 -0.013
C -0.255 2.006 3.560 -0.038 0.102 -0.044
C 1.037 0.298 2.460 -0.128 0.090 0.139
C 4.317 1.603 -0.183 0.015 -0.032 0.033
C 1.398 -0.719 -3.287 -0.039 0.016 -0.005
C -2.397 -5.920 0.466 0.003 0.006 -0.001
C 3.124 3.233 0.920 0.085 -0.037 0.046
C -2.839 -4.042 -0.945 -0.004 -0.014 0.011
C 1.789 -0.181 -5.990 0.006 -0.023 -0.012
C -3.822 0.490 -2.126 -0.064 -0.011 -0.050
C -4.421 -0.383 0.400 -0.020 -0.024 -0.007
C -3.108 0.104 0.134 0.070 -0.160 0.071
C -1.941 -3.276 -0.225 -0.014 0.026 -0.025
C -0.895 1.706 5.883 0.010 -0.023 0.012
C -5.369 -0.419 -0.577 0.011 -0.007 0.034
C 2.037 -1.451 -5.497 0.002 0.012 -0.027
C 1.849 3.614 1.637 -0.040 0.027 0.023
C -0.919 2.421 4.680 0.047 -0.012 0.000
C 1.338 0.813 -5.137 -0.010 -0.003 0.044
C -0.279 2.878 2.314 0.015 -0.001 0.100
C 1.843 -1.714 -4.151 -0.004 0.022 0.028
C -1.498 -5.162 1.198 -0.014 -0.007 0.005
C -3.082 -5.370 -0.609 -0.001 0.000 -0.001
C 5.429 2.420 -0.273 -0.002 0.000 0.002
C -1.258 -3.824 0.868 -0.013 0.014 0.005
C 0.582 0.145 4.822 0.019 -0.027 -0.002
C 4.197 4.108 0.879 -0.010 0.028 -0.013
C -0.095 0.559 5.927 -0.017 0.028 -0.001
C 5.365 3.696 0.266 -0.002 0.004 -0.002
C 1.131 0.561 -3.786 0.007 0.007 0.021
C -5.079 0.031 -1.885 0.021 0.015 -0.023
H -5.819 0.018 -2.670 0.004 0.000 -0.004
H 1.942 0.042 -7.038 0.003 -0.006 -0.001
H 0.006 -0.020 6.836 0.002 -0.002 -0.001
H -4.622 -0.729 1.403 -0.001 -0.004 -0.005
H -0.975 -5.600 2.042 0.000 -0.001 0.001
H -1.975 0.871 -1.405 0.079 -0.081 -0.059
H 2.384 -2.239 -6.152 -0.002 0.003 -0.005
H -0.095 -2.186 1.203 -0.029 0.038 0.009
H -1.737 -2.249 -0.502 0.001 -0.063 0.001
H -1.190 2.660 1.755 0.015 -0.029 -0.012
H 4.311 0.600 -0.584 0.005 0.006 -0.009
H -3.352 -3.596 -1.789 -0.001 0.005 -0.003
H -2.564 -6.955 0.742 0.000 -0.003 0.001
H -3.477 0.870 -3.076 0.013 -0.022 -0.014
H 1.203 -0.735 4.793 0.002 -0.001 -0.016
H -0.336 3.909 2.670 -0.035 0.003 -0.012
H 6.220 4.359 0.211 0.000 0.000 0.002
H -1.439 2.050 6.750 0.003 -0.002 0.001
H 2.032 -2.697 -3.746 -0.003 -0.001 0.004
H 0.321 -3.515 2.129 0.007 -0.004 -0.016
H -6.357 -0.800 -0.349 0.003 -0.004 0.003
H 6.325 2.055 -0.756 -0.002 -0.005 -0.001
H -1.453 3.361 4.615 0.000 0.001 -0.001
H 1.139 1.811 -5.502 0.000 0.000 -0.002
H 4.077 5.079 1.337 -0.005 0.000 -0.003
H -3.783 -5.965 -1.179 -0.003 -0.003 -0.002

[2]
68
Properties=species:S:1:pos:R:3:forces:R:3 method="wB97M-V/def2-TZVPD" fmax_ev_per_a=6.16 s_squared=6.015 homo_energy_ha="-0.5446 / -0.7372" lumo_ev="-11.68 / -15.03" multiplicity=5 total_charge=+4 homo_lumo_gap_ev="3.14 / 5.03"
Os -1.223 -0.775 -1.646 3.023 -1.210 5.231
S 0.495 2.006 1.619 0.761 -0.347 -0.293
P -1.216 2.795 2.523 -0.598 0.298 0.734
P 2.952 1.922 -1.104 4.901 0.582 -1.130
P -1.724 -3.720 -1.636 -0.673 -2.291 -0.553
O 1.626 -2.042 -1.397 -0.002 0.208 0.106
O -2.027 -1.574 1.262 0.319 0.345 -0.548
N 1.582 -0.451 1.992 -0.649 1.473 -0.725
N 1.341 0.584 3.895 -0.754 1.271 -0.980
C -1.297 1.296 -1.959 -0.282 1.747 -0.118
C -1.240 4.501 1.999 0.223 0.056 -0.398
C -1.033 -4.725 -0.288 0.385 0.678 0.345
C -2.588 0.836 -1.709 -1.134 2.015 0.691
C 3.584 1.372 -2.739 -1.868 -0.638 -0.568
C -3.514 -4.031 -1.631 -0.091 0.748 0.190
C 4.175 1.045 -0.044 -1.429 -0.804 1.066
C -0.542 0.710 -2.975 1.487 1.781 -0.919
C -1.090 2.737 4.297 0.209 -0.123 0.269
C 2.098 -0.604 4.257 0.441 -0.383 0.944
C 1.118 0.655 2.583 0.523 -1.328 0.781
C 2.229 -1.346 2.940 0.533 -0.973 -0.257
C -3.109 -0.228 -2.439 -2.252 -0.645 -0.505
C 3.696 3.605 -1.064 -1.831 0.791 0.566
C 0.548 -1.594 -1.504 0.642 -0.937 0.018
C -1.127 -4.472 -3.177 0.401 0.603 -0.124
C -2.667 1.917 1.989 -0.264 -0.201 -0.115
C -1.737 -1.296 0.163 -0.659 -0.759 0.893
C -2.351 -0.818 -3.448 -0.914 -0.777 -1.991
C -1.066 -0.350 -3.709 0.058 -0.787 -2.590
H 1.726 -2.317 2.945 0.067 0.166 -0.029
H -4.080 -0.634 -2.185 0.051 0.053 -0.047
H 3.075 -0.314 4.649 -0.143 0.039 0.076
H -1.916 5.031 2.683 0.038 -0.016 -0.110
H -2.735 -1.680 -3.980 -0.011 0.164 -0.064
H -3.004 2.278 1.010 0.106 -0.015 0.244
H -1.624 4.583 0.974 0.080 0.057 0.235
H -1.510 -3.894 -4.030 0.055 -0.333 0.138
H 4.739 3.590 -1.408 -0.252 -0.447 0.001
H 4.669 1.528 -2.809 -0.204 0.159 0.400
H -0.028 -4.422 -3.197 -0.295 -0.144 -0.045
H 3.277 -1.493 2.661 -0.204 -0.068 -0.003
H -1.374 -5.766 -0.366 0.012 0.230 -0.096
H 0.064 -4.681 -0.343 -0.251 -0.159 -0.003
H -3.702 -5.114 -1.661 0.061 0.256 -0.022
H 4.067 1.380 0.996 0.222 -0.078 -0.175
H -3.451 2.116 2.733 0.040 -0.029 -0.172
H 1.575 -1.182 5.019 0.004 0.080 -0.044
H -3.976 -3.534 -2.496 0.063 -0.293 0.169
H 1.196 1.359 4.530 0.093 -0.137 -0.090
H -2.036 3.148 4.676 0.164 -0.042 0.057
H -0.872 2.084 -1.347 -0.007 -0.089 -0.020
H 3.965 -0.033 -0.089 0.274 0.162 0.028
H 3.093 4.250 -1.719 0.370 0.065 0.144
H 0.478 1.040 -3.141 -0.127 -0.147 -0.038
H 3.637 3.999 -0.040 0.140 0.037 -0.311
H 1.563 -0.603 0.985 -0.202 -0.052 0.318
H 5.200 1.235 -0.392 -0.373 0.213 -0.211
H -0.980 1.709 4.662 -0.186 0.222 -0.031
H -2.484 0.838 1.945 -0.038 0.122 0.090
H -1.460 -5.517 -3.240 0.033 0.243 0.029
H 3.353 0.306 -2.862 0.191 0.190 -0.136
H -1.344 -4.300 0.676 -0.005 -0.247 -0.181
H -0.454 -0.862 -4.444 -0.074 0.105 0.076
H -3.948 -3.595 -0.720 0.011 -0.270 -0.197
H -0.259 3.367 4.639 -0.206 -0.073 -0.011
H -3.165 1.268 -0.902 -0.003 -0.140 -0.085
H 3.069 1.936 -3.528 0.284 -0.143 0.028
H -0.236 4.941 2.062 -0.285 -0.033 0.071

[3]
11
Properties=species:S:1:pos:R:3:forces:R:3 method="wB97M-V/def2-TZVPD" fmax_ev_per_a=7.17 homo_energy_ha=-0.0923 lumo_ev=4.00 total_charge=-1 homo_lumo_gap_ev=6.51
S 1.528 -2.657 -0.944 0.089 0.370 0.691
C 0.053 0.048 1.102 -6.477 -2.845 -1.190
C -0.589 0.871 -1.296 -0.638 1.192 0.230
C -0.766 0.870 0.034 0.745 0.075 0.815
H 0.230 0.314 -1.728 -0.193 -0.515 -0.127
H 1.650 -2.017 0.267 0.109 -0.508 -0.788
H -1.183 1.543 -2.004 0.800 -0.915 1.221
H 0.072 -1.066 0.813 0.144 1.749 0.201
H -1.401 1.600 0.571 -0.223 -0.440 -0.883
H 0.967 0.412 1.126 4.412 1.582 0.705
H -0.562 0.083 2.059 1.233 0.254 -0.875

[4]
19
Properties=species:S:1:pos:R:3:forces:R:3 method="wB97M-V/def2-TZVPD" fmax_ev_per_a=5.41 homo_energy_ha=-0.4327 lumo_ev=-4.15 total_charge=+1 homo_lumo_gap_ev=7.62
Pb 1.013 -0.310 0.150 4.048 -1.674 3.182
O 2.928 -0.277 -0.205 3.311 0.395 -1.403
O -0.836 -1.334 0.190 -4.158 -2.044 -0.067
O -0.353 1.160 -0.287 -1.348 4.472 -1.906
C -0.977 -2.748 0.076 -0.485 -0.871 -0.131
C -1.718 0.864 0.019 -1.199 0.315 0.286
C 4.132 -0.340 0.482 1.549 0.062 0.475
C -1.938 -0.589 -0.334 -0.545 -0.098 -0.413
H 4.916 -0.854 -0.105 -0.367 0.185 0.159
H -2.392 1.497 -0.572 0.197 -0.172 0.196
H -1.889 -3.068 0.599 0.316 0.013 -0.124
H -0.071 2.085 -0.520 -1.052 -0.668 0.255
H 4.054 -0.877 1.448 -0.115 0.099 -0.323
H -1.033 -3.037 -0.982 -0.002 0.013 0.245
H -0.101 -3.210 0.541 -0.151 0.114 -0.069
H 4.516 0.671 0.718 -0.161 -0.373 -0.171
H -1.971 -0.731 -1.424 -0.101 0.017 0.208
H -2.876 -0.949 0.113 0.201 0.167 -0.142
H -1.891 1.034 1.089 0.062 0.047 -0.259

[5]
42
Properties=species:S:1:pos:R:3:forces:R:3 method="wB97M-V/def2-TZVPD" fmax_ev_per_a=3.20 homo_energy_ha=-0.3130 lumo_ev=-1.53 total_charge=0 homo_lumo_gap_ev=6.99
O -3.111 4.928 0.885 -0.324 0.042 0.164
O -1.014 -0.299 -3.088 -1.091 1.150 0.191
O -2.624 1.275 -3.430 -0.041 -0.173 0.704
O 1.091 1.295 1.782 -1.757 1.386 -0.448
O 0.265 3.170 2.546 -0.657 -1.755 -2.034
O -4.476 4.800 -0.935 0.868 -0.337 0.628
N -0.781 -1.695 1.306 1.052 -1.681 0.661
N -3.266 2.314 -2.718 1.855 -0.660 2.066
N -3.547 4.333 -0.300 1.345 -1.756 0.238
N -1.694 0.622 -2.638 0.917 -0.001 2.114
N -2.056 4.229 1.483 0.202 -1.106 -2.498
N 0.240 2.221 1.731 1.906 -0.281 1.695
N 1.259 -1.723 0.540 0.698 -1.206 0.898
C -0.835 1.125 -0.259 0.723 2.728 0.934
C 0.090 -1.116 0.461 -0.795 -1.197 -0.696
C -2.649 2.283 -1.502 -1.106 -0.110 -2.996
C 3.096 -2.865 -0.634 0.079 -0.437 -0.188
C -1.772 3.239 0.591 -0.307 1.248 2.435
C 3.499 -0.642 0.453 0.137 0.165 0.050
C 2.056 -0.832 -1.617 -0.055 0.186 -0.425
C -2.246 -1.669 1.248 -0.197 0.449 0.179
C -0.089 -2.717 1.989 -0.492 0.404 -0.195
C -0.758 2.173 0.668 -1.511 -0.660 -1.518
C -1.687 1.235 -1.371 -1.627 1.268 -1.947
C 2.484 -1.499 -0.314 0.057 0.238 0.093
C 1.167 -2.730 1.521 0.001 0.139 -0.048
C -2.726 3.228 -0.442 -1.083 1.556 -0.464
H 1.453 0.071 -1.461 0.096 -0.178 0.118
H 1.472 -1.529 -2.235 0.072 0.253 0.199
H 2.942 -0.525 -2.202 -0.301 -0.245 0.358
H 2.361 -3.507 -1.140 0.153 0.129 0.156
H -0.559 -3.341 2.725 -0.032 -0.040 0.057
H -2.580 -1.094 0.369 0.203 -0.330 0.361
H 3.970 -2.782 -1.306 -0.430 0.257 0.299
H 3.040 0.282 0.827 0.090 -0.294 -0.058
H 3.449 -3.381 0.266 -0.064 0.119 -0.163
H 3.932 -1.207 1.292 -0.230 0.204 -0.111
H 1.958 -3.393 1.817 0.157 0.138 -0.107
H 4.336 -0.363 -0.207 -0.335 -0.172 0.139
H -2.650 -2.694 1.209 0.360 0.393 -0.261
H -2.674 -1.213 2.151 0.234 0.062 -0.208
H -0.365 -0.008 -0.056 1.231 0.103 -0.372

[6]
13
Properties=species:S:1:pos:R:3:forces:R:3 method="wB97M-V/def2-TZVPD" fmax_ev_per_a=7.77 s_squared=0.757 homo_energy_ha="-0.2317 / -0.2821" lumo_ev="-0.93 / -0.98" multiplicity=2 total_charge=0 homo_lumo_gap_ev="5.37 / 6.69"
Na -1.156 -1.606 3.177 0.590 -0.253 -0.292
O 0.931 -2.018 2.850 -0.301 0.451 -0.062
O -2.459 0.031 -0.433 -0.600 0.316 0.188
C 0.650 -0.471 0.974 -1.936 2.380 -0.521
C -1.269 -0.575 -0.675 -0.592 0.722 -2.804
C 1.464 -0.959 2.168 0.059 -0.967 -0.315
C -0.429 -1.043 0.299 5.886 -2.950 4.120
H 0.854 0.575 0.705 0.102 0.110 0.185
H 0.139 -2.095 0.409 -2.657 0.323 -0.548
H -1.014 -0.588 -1.737 -0.297 -0.113 0.362
H -2.695 -0.037 0.500 0.188 -0.013 -0.056
H 1.656 -0.055 2.799 -0.222 -0.090 -0.280
H 2.484 -1.188 1.761 -0.220 0.085 0.022

M
In order: 741.79; 654.76; 75.16; 314.33; 377.32; 109.08
Unit: g mol⁻¹
ΔE to the lowest compared entry with this formula, charge and spin
In order: 24.1; 21.3; 29.2; 25.8; 72.2; 0.0
Unit: kcal/mol
E
In order: -117363.790; -69572.668; -14059.193; -15705.786; -37462.452; -12752.206
Unit: eV